# C40H45F3N7O4ScSi

C40H45F3N7O4ScSi as an isolated structure (the ωB97M-V functional and the def2-TZVPD basis, the Open Molecules 2025 dataset).

```
101
C40H45F3N7O4ScSi, DFT the ωB97M-V functional and the def2-TZVPD basis
Sc 1.67319 0.55601 0.48212
O -0.10819 4.14367 7.43703
C -1.01226 3.44446 6.93286
O -2.16783 3.20642 7.35428
C -0.69425 2.85592 5.53575
C -1.67861 2.21779 4.79121
C -1.35900 1.68873 3.54972
N -0.13796 1.73475 3.02999
C 0.80798 2.34147 3.73928
C 0.57823 2.92561 4.97989
C 2.20319 2.31707 3.14190
O 3.11772 2.91691 3.67365
O 2.33387 1.58402 2.06694
H -2.67401 2.14341 5.21065
H -2.10968 1.19237 2.93658
H 1.37548 3.42056 5.51581
C 0.66202 1.78343 -5.46027
C 0.12575 2.16795 -4.24227
C 0.42823 1.45926 -3.08615
C 1.24913 0.34653 -3.16585
C 1.81774 -0.02986 -4.38064
C 1.51712 0.68823 -5.52471
N 1.52930 -0.38429 -1.95486
N 1.98932 -1.50373 -2.17356
C 2.48271 -2.18924 -1.01591
C 2.86151 -3.50796 -1.26494
C 3.48400 -4.23390 -0.26539
C 3.73908 -3.60781 0.95145
C 3.33193 -2.29648 1.16554
C 2.67187 -1.52652 0.19808
H 0.43694 2.34809 -6.35771
H -0.52307 3.03270 -4.17873
H 0.01474 1.74624 -2.12951
H 2.49526 -0.87046 -4.40966
H 1.96654 0.40473 -6.46932
H 2.67924 -3.93107 -2.24707
H 3.78416 -5.26121 -0.43378
H 4.25474 -4.14610 1.73953
H 3.53774 -1.86113 2.13924
F -1.49528 -3.89793 5.61266
C -0.15955 -3.79619 5.45105
F 0.36577 -3.47756 6.64623
F 0.28200 -5.04110 5.14634
C 0.19687 -2.81029 4.37642
C 1.06103 -1.76066 4.61735
C 1.35272 -0.90242 3.56581
N 0.84409 -1.05371 2.34682
C 0.00976 -2.06982 2.12418
C -0.34388 -2.97235 3.11194
H 1.49394 -1.59375 5.59296
H 2.02132 -0.06579 3.70592
H -0.37869 -2.16817 1.11559
H -1.02706 -3.78167 2.89012
C 4.75586 0.31454 -1.69389
C 3.91323 1.54878 -1.74959
C 4.05488 2.58753 -2.64669
C 3.09477 3.56850 -2.29022
C 2.42446 3.07920 -1.18936
C 1.39686 3.78893 -0.36061
N 2.90268 1.83407 -0.85468
H 5.74995 0.53801 -2.08909
H 4.35444 -0.51646 -2.28170
H 4.87426 -0.04989 -0.67364
H 4.78610 2.63817 -3.44220
H 2.93240 4.53478 -2.74808
H 1.23776 4.79193 -0.76213
H 1.72843 3.89400 0.67596
H 0.42615 3.28398 -0.33711
C -4.46623 0.24210 0.52000
Si -3.44154 1.63564 -0.20099
C -4.02413 1.96547 -1.95664
C -3.69198 3.19336 0.80048
C -1.68373 1.18811 -0.17762
C -0.49833 0.93809 0.01197
H -5.51488 0.33535 0.21949
H -4.42477 0.25297 1.61278
H -4.08499 -0.72337 0.17731
H -5.05294 2.34136 -1.94605
H -3.99977 1.06365 -2.57075
H -3.39172 2.71566 -2.43951
H -4.75370 3.44983 0.87329
H -3.16300 4.03445 0.34495
H -3.29785 3.06360 1.81116
C -2.01582 -1.21966 -3.45533
C -2.68703 -2.40385 -2.77123
C -2.22487 -3.71446 -3.42237
C -4.20366 -2.29186 -2.88001
N -2.38330 -2.35641 -1.32950
N -1.00636 -2.34400 -0.97912
H -2.38067 -1.11832 -4.48121
H -0.93277 -1.34089 -3.50216
H -2.21991 -0.29587 -2.91172
H -2.53243 -3.75596 -4.47086
H -2.65836 -4.57636 -2.90592
H -1.13664 -3.81340 -3.40215
H -4.51941 -2.32084 -3.92578
H -4.54612 -1.35897 -2.43029
H -4.69360 -3.11941 -2.35554
H -2.78722 -3.17104 -0.88614
H -0.67590 -1.38315 -1.00045
H -0.44546 -2.87299 -1.64159
```

## Properties
charge = -2
spin multiplicity = 1
Kohn-Sham gap = 6.113 eV
E_HOMO = -0.0893 Eh

=====

# C40H45F3NORbSSb

C40H45F3NORbSSb as an isolated structure (the ωB97M-V functional and the def2-TZVPD basis, the Open Molecules 2025 dataset).

```
93
C40H45F3NORbSSb, DFT the ωB97M-V functional and the def2-TZVPD basis
Rb -0.62941 0.48068 0.49627
C -2.70520 2.37907 1.93060
C -3.19490 2.41827 0.60224
C -3.78716 1.13894 0.34621
C -3.62703 0.36927 1.52830
C -2.95509 1.12198 2.50167
C -2.52143 0.67839 3.88577
C -2.80109 -0.81135 4.09320
C -1.01418 0.90596 4.08427
C -3.27914 1.48003 4.95456
C -4.45878 0.53714 -0.89217
C -5.59959 1.41409 -1.43664
C -5.12211 -0.80697 -0.54551
C -3.44612 0.22602 -2.01136
C -3.12668 3.71743 -0.20739
C -4.44474 4.50120 -0.05720
C -2.80746 3.52931 -1.69302
C -2.00979 4.62928 0.32811
H -2.17593 3.18132 2.42703
H -3.91798 -0.66458 1.64535
H -2.24587 -1.40213 3.35981
H -3.86644 -1.02774 3.98181
H -2.48663 -1.12066 5.09622
H -0.44015 0.27881 3.39927
H -0.70734 0.64384 5.10337
H -0.75234 1.95057 3.90552
H -4.35548 1.32390 4.84949
H -3.08479 2.54829 4.83919
H -2.97461 1.17758 5.96466
H -6.33843 1.57782 -0.64745
H -6.09756 0.91520 -2.27600
H -5.26264 2.38621 -1.78349
H -5.85377 -0.68734 0.25599
H -4.38593 -1.54995 -0.23505
H -5.63680 -1.19768 -1.42961
H -2.83773 1.08639 -2.27873
H -3.95741 -0.12463 -2.91586
H -2.77465 -0.57282 -1.68364
H -5.29864 3.92030 -0.40570
H -4.41136 5.44352 -0.61760
H -4.61237 4.72912 0.99877
H -3.57331 2.98479 -2.23911
H -1.86166 2.99234 -1.80343
H -2.68696 4.50170 -2.18088
H -2.19606 4.94420 1.35597
H -1.94623 5.52848 -0.29139
H -1.04076 4.12464 0.28710
O 0.19802 -1.75154 1.69605
N 1.18629 -1.73798 2.54263
C 0.98040 -2.30183 3.75942
C 1.93946 -2.35309 4.73240
C 3.18865 -1.79447 4.45575
C 3.39647 -1.21949 3.22880
C 2.40325 -1.15669 2.21903
S 2.67489 -0.43100 0.70777
H -0.01920 -2.69591 3.86867
H 1.70953 -2.81120 5.68432
H 3.98169 -1.80696 5.19342
H 4.34711 -0.77021 2.98002
F 6.68613 6.56521 -3.94023
C 5.57522 5.84761 -3.58093
C 5.68758 4.88719 -2.60052
C 4.54258 4.17639 -2.24378
C 3.30341 4.38825 -2.84654
C 3.25351 5.37341 -3.83452
C 4.37802 6.11089 -4.21006
Sb 1.53720 2.94075 -1.97411
C 0.26602 4.20808 -3.21811
C 0.05613 5.54603 -2.88651
C -0.84495 6.33973 -3.59276
C -1.51643 5.78062 -4.65814
F -2.39695 6.55213 -5.36040
C -1.33140 4.46792 -5.03499
C -0.44550 3.68761 -4.29642
C 2.22684 1.55135 -3.46879
C 2.54554 1.92345 -4.77687
C 2.92714 0.97840 -5.72709
C 3.02393 -0.34136 -5.34268
F 3.41660 -1.27190 -6.26441
C 2.74716 -0.75293 -4.05572
C 2.33369 0.19995 -3.13095
H 6.64893 4.70578 -2.13274
H 4.62507 3.42212 -1.46170
H 2.31739 5.57904 -4.34730
H 4.33005 6.87679 -4.97682
H 0.61191 5.98593 -2.06487
H -1.02567 7.37440 -3.32734
H -1.88649 4.06823 -5.87485
H -0.31724 2.64183 -4.55907
H 2.49787 2.96745 -5.06205
H 3.16028 1.26265 -6.74614
H 2.84666 -1.79651 -3.78513
H 2.09360 -0.13205 -2.12557
```

## Properties
charge = -2
spin multiplicity = 2
Kohn-Sham gap (alpha / beta) = 3.226 / 5.670 eV
E_HOMO (alpha / beta) = 0.0198 / -0.0702 Eh
expectation value of S² = 0.76

=====

# C40H45FN8O11P2SSe2Ti

C40H45FN8O11P2SSe2Ti as an isolated structure at a distorted geometry (the ωB97M-V functional and the def2-TZVPD basis, the Open Molecules 2025 dataset).

```
111
C40H45FN8O11P2SSe2Ti, DFT the ωB97M-V functional and the def2-TZVPD basis
Ti 0.43964 1.27852 -1.51838
C -2.87478 -5.97809 0.08049
C -3.48573 -4.77277 0.77791
N -2.52412 -3.66874 0.95815
C -2.35290 -2.79105 -0.04603
C -1.60454 -1.65598 0.03224
C -1.44108 -0.89968 -1.24054
O -2.35689 -0.81856 -2.01687
O -0.22268 -0.41153 -1.47598
C -1.08310 -1.25934 1.31042
O -0.65114 -0.12401 1.57126
C -1.08380 -2.32422 2.32988
C -0.31558 -2.16816 3.48593
C -0.24663 -3.18434 4.39458
F 0.46912 -3.01111 5.52574
C -0.90868 -4.40371 4.19838
C -1.67606 -4.55226 3.06243
C -1.78236 -3.51978 2.12128
N -0.80020 -5.50672 5.09773
C 0.48166 -5.73992 5.74890
C 0.53107 -7.17574 6.23537
N -0.59700 -7.37588 7.21611
C -1.92397 -7.09529 6.56024
C -1.91493 -5.67711 6.02155
H -3.63546 -6.74692 -0.05564
H -2.05101 -6.40485 0.65485
H -2.49392 -5.70452 -0.90419
H -3.87955 -5.03562 1.75697
H -4.31836 -4.37975 0.19848
H -2.87122 -3.02278 -0.96963
H 0.22377 -1.24441 3.64646
H -2.15184 -5.50910 2.89520
H 0.65831 -5.06527 6.59771
H 1.28748 -5.59073 5.03284
H 1.47070 -7.40322 6.73393
H 0.37350 -7.87331 5.41570
H -0.47036 -6.72656 7.99632
H -0.57839 -8.31994 7.60316
H -2.71418 -7.24269 7.29327
H -2.03782 -7.81570 5.75304
H -1.86240 -4.96228 6.85877
H -2.85475 -5.50508 5.50097
N -1.23445 2.46534 2.47787
C -0.60583 3.39947 1.45376
C -0.75363 4.84482 1.92890
P -1.72358 3.11545 -0.01280
O -1.51680 4.36631 -0.96391
O -3.07308 3.01349 0.57950
O -1.20566 1.91104 -0.80602
P 1.18610 3.00941 1.18799
O 1.45035 1.96887 2.39025
O 2.03637 4.19127 1.31975
O 1.24877 2.20261 -0.12329
H -2.25033 2.49200 2.28226
H -1.02691 2.76911 3.42664
H -0.92418 1.49026 2.33849
H -1.80646 5.09308 2.07794
H -0.33234 5.51956 1.18793
H -0.19840 5.00481 2.85439
H -2.27092 4.97100 -0.94030
H 2.28336 2.23052 2.80953
Se 3.71106 0.20535 -3.63528
Se 3.27624 -2.05776 -4.00244
C 1.53711 -1.81844 -4.81536
C 1.42341 -1.92869 -6.19560
C 0.19062 -1.65440 -6.76854
C -0.87612 -1.33938 -5.94203
C -0.66619 -1.30722 -4.57155
N 0.52657 -1.50895 -4.01059
C 3.59981 0.08467 -1.71298
C 4.77950 -0.04568 -0.99586
C 4.71888 -0.32509 0.35620
C 3.47245 -0.54425 0.92647
C 2.35292 -0.40016 0.13590
N 2.39220 -0.03134 -1.15441
H 2.27870 -2.21419 -6.79125
H 0.06706 -1.68900 -7.84334
H -1.85480 -1.12348 -6.34879
H -1.48695 -1.12239 -3.88339
H 5.72102 0.06018 -1.51421
H 5.62434 -0.41079 0.94296
H 3.36525 -0.82007 1.96662
H 1.36552 -0.58363 0.54352
C 1.22679 9.24882 -2.21156
C 1.55268 7.79272 -2.40829
C 1.10107 6.82903 -1.51091
C 1.39776 5.48972 -1.69261
C 2.15966 5.10658 -2.78224
C 2.62295 6.04790 -3.69767
C 2.31148 7.38138 -3.50388
S 2.64536 3.43358 -3.01953
O 3.51447 3.01164 -1.96181
O 3.08177 3.33256 -4.38043
N 1.27808 2.50641 -2.84743
C 0.18165 2.69580 -3.69373
C -0.01298 3.61828 -4.71719
C -1.26283 3.64812 -5.30351
C -2.27453 2.79413 -4.86219
C -1.98058 1.89222 -3.86736
N -0.76100 1.82220 -3.33053
H 0.85499 9.44088 -1.20610
H 0.46124 9.56894 -2.92189
H 2.10582 9.87121 -2.37957
H 0.52372 7.14126 -0.64757
H 1.06085 4.74893 -0.98512
H 3.22277 5.72572 -4.53753
H 2.66855 8.11984 -4.21205
H 0.78046 4.27730 -5.03036
H -1.45917 4.34893 -6.10496
H -3.26416 2.82317 -5.29361
H -2.70762 1.18718 -3.48437
```

## Properties
charge = +2
spin multiplicity = 1
Kohn-Sham gap = 6.764 eV
E_HOMO = -0.4192 Eh

=====

# C40H45N5O7SeTi

C40H45N5O7SeTi as an isolated structure at a distorted geometry (the ωB97M-V functional and the def2-TZVPD basis, the Open Molecules 2025 dataset).

```
99
C40H45N5O7SeTi, DFT the ωB97M-V functional and the def2-TZVPD basis
Ti 0.65693 1.40494 0.72495
O 1.33280 -0.81982 3.80989
C 1.78452 0.11614 4.76680
C 1.74273 1.58407 4.35342
N 2.11918 1.87975 2.96768
C 2.13572 3.34543 2.82621
C 2.02401 3.91610 1.40747
O 2.65514 4.93029 1.14422
O 1.19151 3.32758 0.62392
C 3.43007 1.32061 2.66155
C 3.71425 1.27705 1.16469
O 4.87044 1.26869 0.76442
O 2.65461 1.17402 0.44917
H 0.47449 -0.54474 3.44466
H 2.80383 -0.19554 5.00970
H 1.19659 0.03708 5.69069
H 2.43453 2.10847 5.03919
H 0.74451 1.99487 4.51843
H 3.03944 3.76456 3.28747
H 1.26581 3.73461 3.36139
H 3.44269 0.27559 2.98371
H 4.24256 1.85261 3.17574
O -1.12814 3.04874 4.60801
C -1.43447 3.09195 3.39880
N -0.87614 2.30471 2.39608
C -1.47715 2.65340 1.22904
O -1.08197 2.05389 0.13456
C -2.45751 3.66398 1.39478
C -3.32432 4.35135 0.53155
C -4.16947 5.29721 1.06857
C -4.16680 5.57787 2.46152
C -3.30575 4.90810 3.31313
C -2.44356 3.95326 2.78382
H -3.32172 4.14474 -0.53271
H -4.84488 5.84407 0.41926
H -4.84243 6.32933 2.85493
H -3.29056 5.12123 4.37631
C -0.96008 -3.73423 2.65734
N -1.57725 -3.35661 1.40208
C -1.82803 -2.07865 1.01807
Se -1.54893 -0.49761 1.87824
N -2.40013 -2.15284 -0.21200
C -2.50867 -3.46322 -0.63031
C -3.01621 -4.04450 -1.77729
C -2.98706 -5.43123 -1.85609
C -2.45626 -6.20379 -0.82086
C -1.93819 -5.61568 0.32623
C -1.97863 -4.23614 0.40788
H -1.03201 -2.88703 3.33638
H 0.08790 -3.97687 2.50164
H -1.49117 -4.59375 3.06910
H -2.59244 -1.31266 -0.73353
H -3.41440 -3.44142 -2.58285
H -3.37178 -5.91906 -2.74241
H -2.43307 -7.28158 -0.91894
H -1.50353 -6.21122 1.11793
C 0.54363 -4.67401 -2.27896
C 0.90771 -3.60489 -1.27910
C 1.66564 -3.91856 -0.15804
C 1.98931 -2.90212 0.74518
C 2.81747 -3.19137 1.97384
C 1.57775 -1.60796 0.50766
C 0.87638 -1.21403 -0.66413
C 0.50125 -2.29592 -1.50562
N 0.60049 0.10797 -0.87948
C 0.41340 0.60160 -2.25672
C -1.04338 0.44045 -2.74138
C -1.22415 1.03349 -4.14339
C -0.90958 2.53221 -4.10630
C 0.53934 2.73164 -3.65150
C 1.47746 2.06737 -4.65723
C 1.18479 0.56753 -4.67579
C -0.26626 0.33571 -5.11685
C 1.39478 -0.02025 -3.27541
C 0.72638 2.11286 -2.26356
H 0.71214 -5.67131 -1.86859
H 1.14579 -4.57880 -3.18725
H -0.50532 -4.60286 -2.57330
H 2.00493 -4.93656 0.01183
H 2.90773 -4.26704 2.14555
H 2.37812 -2.71967 2.85584
H 3.82492 -2.78387 1.86036
H 1.85560 -0.86322 1.24421
H -0.12450 -2.11480 -2.36785
H -1.68349 0.94907 -2.01403
H -1.32721 -0.61710 -2.75685
H -2.25848 0.88301 -4.47425
H -1.58909 3.03764 -3.41398
H -1.05789 2.97110 -5.10147
H 0.76095 3.80082 -3.58589
H 2.51783 2.23734 -4.36431
H 1.33713 2.49857 -5.65724
H 1.86198 0.06700 -5.37737
H -0.47836 -0.74005 -5.13962
H -0.41546 0.72099 -6.13318
H 2.41008 0.18257 -2.91950
H 1.29373 -1.10188 -3.33693
H 0.06606 2.62691 -1.56719
H 1.74879 2.26231 -1.90583
```

## Properties
charge = -2
spin multiplicity = 3
Kohn-Sham gap (alpha / beta) = 3.689 / 5.884 eV
E_HOMO (alpha / beta) = 0.0045 / -0.0762 Eh
expectation value of S² = 2.02

=====

- Which of these has the highest spin multiplicity?
  C40H45N5O7SeTi